Density functional theory data (the ωB97M-V functional and the def2-TZVPD basis) for a cluster of 2 separate species, C26H20ClN2O4S in total at a distorted geometry.

Each line ends with the natural charge from an NBO analysis.
CARTESIAN COORDINATES (ANGSTROEM)
N (-5.658, 2.072, 4.277)  -0.338
C (-4.516, 1.996, 4.031)  0.294
C (-3.117, 1.874, 3.710)  -0.214
C (-2.523, 0.609, 3.707)  -0.120
C (-1.178, 0.463, 3.378)  -0.202
C (-0.418, 1.587, 3.055)  -0.267
S (1.280, 1.314, 2.506)  2.138
C (2.386, 1.849, 3.681)  -1.012
Cl (3.956, 1.357, 3.675)  -0.022
O (1.367, -0.133, 2.435)  -1.012
O (1.393, 2.129, 1.308)  -0.991
C (-0.998, 2.859, 3.051)  -0.185
C (-2.343, 3.001, 3.406)  -0.167
H (-3.109, -0.274, 3.960)  0.214
H (-0.735, -0.529, 3.347)  0.252
H (2.009, 2.376, 4.549)  0.210
H (-0.412, 3.729, 2.759)  0.248
H (-2.804, 3.990, 3.443)  0.224
O (0.671, 3.534, -2.727)  -0.732
C (0.024, 2.660, -3.330)  0.763
O (0.116, 2.062, -4.417)  -0.752
C (-1.177, 2.079, -2.474)  -0.165
C (-2.387, 1.617, -3.309)  -0.427
C (-2.260, 0.134, -3.344)  -0.007
C (-1.202, -0.267, -2.508)  0.201
C (-0.819, -1.606, -2.424)  -0.234
C (-1.609, -2.569, -3.056)  -0.217
C (-2.679, -2.177, -3.875)  -0.210
C (-2.985, -0.820, -4.051)  -0.195
N (-0.604, 0.856, -1.948)  -0.305
C (0.463, 0.890, -1.122)  0.218
C (0.960, -0.222, -0.453)  -0.313
C (2.286, -0.366, -0.089)  0.020
C (2.851, -1.675, 0.129)  -0.116
C (4.150, -1.996, -0.335)  -0.166
C (4.647, -3.291, -0.240)  -0.222
C (3.879, -4.299, 0.361)  -0.206
C (2.598, -4.001, 0.846)  -0.240
C (2.093, -2.708, 0.742)  -0.109
H (-1.412, 2.786, -1.672)  0.221
H (-3.296, 1.935, -2.781)  0.213
H (-2.391, 2.070, -4.306)  0.254
H (0.085, -1.895, -1.896)  0.230
H (-1.378, -3.625, -2.914)  0.214
H (-3.266, -2.940, -4.386)  0.209
H (-3.776, -0.498, -4.728)  0.213
H (0.910, 1.881, -0.992)  0.288
H (0.253, -1.022, -0.216)  0.219
H (2.948, 0.495, -0.184)  0.239
H (4.733, -1.208, -0.817)  0.216
H (5.633, -3.527, -0.645)  0.213
H (4.270, -5.312, 0.443)  0.209
H (1.984, -4.778, 1.302)  0.211
H (1.106, -2.464, 1.134)  0.216

Values from the calculation:
HOMO-LUMO gap = 4.33 eV
LUMO energy = 1.03 eV
Energy above the lowest of the compared OMol25 structures with the same formula, charge and spin = 0.00 kcal per mole
Charge = -1
F_max = 0.08096 hartree/bohr



Density functional theory data (the ωB97M-V functional and the def2-TZVPD basis) for an isolated molecule of C3H4O3S2 at a distorted geometry.

Each line ends with the natural charge from an NBO analysis.
CARTESIAN COORDINATES (ANGSTROEM)
O (1.973, 0.683, -0.800)  -0.551
C (1.290, -0.135, -0.225)  0.421
S (1.833, -1.850, -0.166)  0.018
C (-0.036, 0.262, 0.549)  -0.105
O (-0.064, 1.678, 0.548)  -0.716
C (-1.259, -0.321, -0.197)  0.220
O (-1.834, 0.616, -0.959)  -0.640
S (-1.821, -1.865, -0.097)  -0.056
H (0.737, -2.397, 0.381)  0.157
H (-0.055, -0.137, 1.588)  0.238
H (0.706, 1.962, 0.021)  0.504
H (-1.469, 1.504, -0.643)  0.509

Values from the calculation:
HOMO-LUMO gap = 8.99 eV
LUMO energy = -0.39 eV
Energy above the lowest of the compared OMol25 structures with the same formula, charge and spin = 1.22 kcal per mole
Charge = 0
Structure (SMILES) = O=C(S)[C@@H](O)C(O)=S
F_max = 0.02459 hartree/bohr



Density functional theory data (the ωB97M-V functional and the def2-TZVPD basis) for a structure of composition C27H50OP2Sn at a distorted geometry.

Each line ends with the Löwdin charge.
CARTESIAN COORDINATES (ANGSTROEM)
Sn (0.253, 1.778, -1.281)  1.336
C (-0.807, -2.814, 3.155)  -0.107
C (0.468, -3.015, 2.575)  -0.118
C (0.750, -1.697, 4.428)  -0.131
C (-0.640, -1.999, 4.315)  -0.126
C (1.430, -2.320, 3.348)  -0.130
C (-2.084, -3.369, 2.660)  0.012
H (-2.140, -3.295, 1.564)  0.094
H (-2.936, -2.833, 3.087)  0.090
H (-2.192, -4.434, 2.921)  0.124
C (-1.694, -1.541, 5.229)  0.009
H (-2.589, -2.170, 5.136)  0.096
H (-1.997, -0.500, 5.024)  0.111
H (-1.353, -1.580, 6.274)  0.106
C (1.355, -0.856, 5.485)  0.009
H (0.920, -1.089, 6.464)  0.102
H (1.195, 0.218, 5.299)  0.105
H (2.437, -1.028, 5.535)  0.092
C (2.885, -2.289, 3.107)  0.002
H (3.391, -3.161, 3.553)  0.122
H (3.334, -1.388, 3.540)  0.091
H (3.103, -2.303, 2.030)  0.088
C (0.754, -3.855, 1.385)  0.010
H (0.965, -4.898, 1.668)  0.120
H (1.631, -3.480, 0.844)  0.086
H (-0.100, -3.868, 0.700)  0.088
C (-1.202, 1.437, -2.626)  -0.428
C (-1.629, 0.020, -2.586)  -0.311
C (-0.637, -1.048, -3.018)  -0.247
C (0.606, -1.208, -2.132)  -0.191
C (1.305, 0.121, -1.831)  -0.404
C (1.868, 0.868, -3.041)  -0.412
C (0.955, 1.480, -4.180)  -0.173
C (-0.556, 1.844, -3.987)  -0.189
H (-0.311, -0.877, -4.063)  0.114
H (1.319, -1.908, -2.608)  0.120
H (-1.176, -2.010, -3.038)  0.086
H (-1.110, 1.372, -4.821)  0.127
H (-2.026, 2.128, -2.387)  0.095
H (-2.468, -0.068, -3.317)  0.048
H (-0.680, 2.934, -4.150)  0.120
H (1.455, 2.384, -4.576)  0.089
H (2.576, 0.193, -3.552)  0.099
H (1.005, 0.757, -5.012)  0.118
H (0.301, -1.681, -1.182)  0.108
H (2.073, -0.057, -1.050)  0.092
P (-3.526, -1.281, -1.852)  0.914
C (-4.561, 0.231, -1.846)  -0.359
C (-4.171, -2.140, -3.328)  -0.327
P (3.415, 2.051, -2.575)  0.936
C (2.223, 2.866, -1.463)  -0.334
C (4.564, 1.039, -1.643)  -0.174
C (4.131, 3.066, -3.859)  -0.161
H (-4.146, 0.934, -1.106)  0.017
H (-5.567, -0.068, -1.521)  0.044
H (-4.590, 0.725, -2.826)  0.049
H (-3.328, -2.419, -3.970)  0.037
H (-4.926, -1.561, -3.867)  0.047
H (-4.606, -3.058, -2.900)  0.040
H (3.413, 3.271, -4.662)  0.062
H (5.011, 2.575, -4.294)  0.077
H (4.443, 4.021, -3.415)  0.079
H (2.593, 2.932, -0.424)  0.034
H (1.921, 3.857, -1.835)  0.032
H (5.442, 1.639, -1.379)  0.073
H (4.891, 0.175, -2.236)  0.077
H (4.106, 0.673, -0.712)  0.062
C (-0.642, 1.327, 2.921)  -0.044
C (-0.866, 2.044, 1.594)  -0.720
C (-2.369, 2.149, 1.336)  -0.038
C (-0.258, 3.451, 1.674)  -0.044
O (-0.250, 1.233, 0.590)  -0.305
H (0.431, 1.177, 3.098)  0.084
H (-1.126, 0.340, 2.905)  0.073
H (-1.063, 1.919, 3.746)  0.100
H (-2.857, 2.678, 2.164)  0.096
H (-2.596, 2.697, 0.413)  0.082
H (-2.821, 1.153, 1.263)  0.085
H (0.815, 3.387, 1.893)  0.088
H (-0.398, 4.014, 0.743)  0.076
H (-0.739, 4.012, 2.490)  0.100

Values from the calculation:
HOMO-LUMO gap (spin up / spin down) = 4.33 / 4.37 eV
LUMO energy (spin up / spin down) = -7.62 / -7.57 eV
Energy above the lowest of the compared OMol25 structures with the same formula, charge and spin = 69.66 kcal per mole
Charge = +2
F_max = 0.09949 hartree/bohr



Density functional theory data (the ωB97M-V functional and the def2-TZVPD basis) for an isolated molecule of C4H4BBr2FO2 at a distorted geometry.

Each line ends with the natural charge from an NBO analysis.
CARTESIAN COORDINATES (ANGSTROEM)
O (2.153, -1.812, -0.391)  -0.515
C (1.940, -0.917, 0.310)  0.890
F (1.968, -1.106, 1.656)  -0.341
C (1.623, 0.489, -0.198)  -0.899
B (0.093, 0.915, 0.122)  0.700
Br (-0.150, 2.500, 1.224)  -0.050
C (-1.052, 0.018, -0.527)  -0.935
C (-2.372, -0.085, 0.260)  0.588
O (-2.802, 0.668, 1.025)  -0.468
Br (-3.467, -1.699, -0.154)  -0.097
H (2.316, 1.263, 0.180)  0.273
H (1.677, 0.432, -1.308)  0.274
H (-1.261, 0.357, -1.566)  0.304
H (-0.665, -1.023, -0.633)  0.279

Values from the calculation:
HOMO-LUMO gap = 9.96 eV
LUMO energy = -0.46 eV
Charge = 0
Structure (SMILES) = O=C(F)CB(Br)CC(=O)Br
F_max = 0.05255 hartree/bohr